Formula: C6H8
Source: the OMol25 dataset
Level of theory: the ωB97M-V functional and the def2-TZVPD basis

The value obtained for the orbital gap is 7.80 eV. The calculation puts the total energy at -233.28231 Ha. As for the energy above the lowest of the compared OMol25 structures with the same formula, charge and spin: 274.9 kJ/mol. As for the HOMO energy: -0.2962 Eh. As for the charge: 0. The lowest unoccupied orbital energy comes out at -0.0097 Ha. The value obtained for the molar mass is 80.13 g/mol.

Structure (XYZ):
```
14
C6H8 the ωB97M-V functional and the def2-TZVPD basis
C -1.2967 0.8915 0.4368
C -0.3235 0.2131 -0.5276
C 1.1448 0.6589 -0.3131
C 1.9793 -0.5296 0.0672
C 0.9890 -1.5826 0.2578
C -0.2456 -1.2281 -0.1538
H -2.2869 0.4219 0.4584
H -1.4960 1.9045 0.0722
H -0.6075 0.3268 -1.5863
H 1.2675 1.3581 0.5367
H 1.5819 1.2181 -1.1505
H -0.8077 0.8001 1.4405
H 1.2276 -2.5777 0.6214
H -1.1261 -1.8749 -0.1596
```

Want to see where the charge sits? The Löwdin charges in e are:
1. C -0.075
2. C -0.384
3. C -0.236
4. C 0.040
5. C -0.140
6. C -0.041
7. H 0.074
8. H 0.080
9. H 0.147
10. H 0.122
11. H 0.108
12. H 0.103
13. H 0.082
14. H 0.120